No. 1
{"formula": "CH7P3S", "method": "ωB97M-V/def2-TZVPD", "symbols": ["C", "P", "P", "P", "S", "H", "H", "H", "H", "H", "H", "H"], "coordinates": [[0.00, 1.60, -1.68], [2.19, -0.46, -1.66], [-1.62, -0.70, 3.62], [-2.46, -1.88, 2.17], [0.57, 0.23, -0.65], [-0.96, 1.38, -2.19], [0.83, 1.62, -2.39], [-0.07, 2.48, -1.15], [3.38, 0.00, -0.85], [2.32, -1.72, -1.13], [-0.47, -1.54, 3.92], [-3.71, -1.00, 1.98]], "orbital_gap_ev": 7.8849, "charge": 0, "total_energy_ha": -1464.4553, "largest_force_ev_per_a": 2.89, "multiplicity": 1, "relative_energy_ev": 1.387}

No. 2
{"formula": "C4H7NO", "method": "ωB97M-V/def2-TZVPD", "symbols": ["C", "C", "O", "C", "C", "N", "H", "H", "H", "H", "H", "H", "H"], "coordinates": [[-1.54, -0.02, -0.15], [-0.32, -0.97, 0.13], [0.70, -0.57, 1.05], [1.11, 0.68, 0.62], [1.95, 0.58, -0.61], [2.44, 0.41, -1.65], [-1.86, 0.85, 0.47], [-1.52, 0.41, -1.16], [-2.38, -0.71, -0.10], [0.19, -1.12, -0.83], [-0.58, -1.96, 0.50], [1.61, 1.22, 1.42], [0.21, 1.20, 0.31]], "orbital_gap_ev": 11.6465, "charge": 0, "total_energy_ha": -286.5513, "largest_force_ev_per_a": 1.41, "multiplicity": 1, "relative_energy_ev": 2.187}

No. 3
{"formula": "C28H49N7", "method": "ωB97M-V/def2-TZVPD", "symbols": ["C", "C", "C", "C", "N", "H", "H", "H", "H", "H", "H", "H", "C", "C", "C", "C", "N", "H", "H", "H", "H", "H", "H", "H", "C", "C", "C", "C", "N", "H", "H", "H", "H", "H", "H", "H", "C", "C", "C", "C", "N", "H", "H", "H", "H", "H", "H", "H", "C", "C", "C", "C", "N", "H", "H", "H", "H", "H", "H", "H", "C", "C", "C", "C", "N", "H", "H", "H", "H", "H", "H", "H", "C", "C", "C", "C", "N", "H", "H", "H", "H", "H", "H", "H"], "coordinates": [[1.69, -3.54, 2.20], [1.51, -4.34, 0.91], [0.25, -5.25, 0.95], [-0.91, -4.39, 1.24], [-1.69, -3.59, 1.57], [0.83, -2.88, 2.34], [2.48, -2.81, 2.15], [1.87, -4.20, 3.07], [2.32, -5.03, 0.65], [1.43, -3.73, 0.05], [0.29, -6.03, 1.72], [0.02, -5.76, 0.01], [6.04, 0.50, -0.52], [4.82, 0.49, 0.33], [4.16, -0.86, 0.61], [3.55, -1.38, -0.64], [3.15, -1.89, -1.56], [5.76, 0.24, -1.55], [6.73, -0.23, -0.14], [6.55, 1.48, -0.57], [4.04, 1.18, -0.07], [5.11, 0.81, 1.33], [3.37, -0.67, 1.39], [4.85, -1.59, 1.01], [-3.90, -2.12, -4.62], [-4.21, -3.46, -5.13], [-4.58, -4.35, -3.88], [-5.04, -5.69, -4.24], [-5.37, -6.71, -4.59], [-3.10, -2.12, -3.86], [-4.77, -1.79, -4.10], [-3.59, -1.38, -5.35], [-3.43, -3.85, -5.74], [-5.11, -3.43, -5.74], [-5.36, -3.82, -3.31], [-3.77, -4.54, -3.14], [-5.05, 1.23, 1.01], [-5.17, -0.09, 1.85], [-4.03, -1.00, 1.57], [-3.89, -1.35, 0.19], [-3.78, -1.74, -0.88], [-5.33, 1.02, -0.01], [-4.00, 1.56, 1.02], [-5.72, 2.00, 1.39], [-6.16, -0.60, 1.66], [-5.08, 0.15, 2.93], [-3.89, -2.04, 1.98], [-3.11, -0.54, 1.91], [4.78, 3.03, 3.26], [3.68, 3.95, 2.74], [2.26, 3.45, 3.15], [2.02, 3.22, 4.57], [1.92, 3.04, 5.73], [5.73, 3.25, 2.85], [4.52, 2.02, 2.96], [4.85, 3.09, 4.40], [3.69, 4.05, 1.68], [3.85, 4.98, 3.04], [2.07, 2.57, 2.55], [1.48, 4.12, 2.85], [1.37, 4.32, -0.71], [0.08, 5.19, -0.69], [-0.65, 4.97, 0.68], [-1.00, 3.61, 0.87], [-1.35, 2.54, 1.06], [1.15, 3.24, -0.81], [2.00, 4.59, 0.14], [1.91, 4.61, -1.63], [-0.62, 4.87, -1.47], [0.32, 6.26, -0.69], [-1.56, 5.55, 0.60], [0.03, 5.28, 1.50], [-0.47, 1.04, -2.48], [-0.55, -0.37, -1.86], [-0.49, -0.44, -0.32], [0.71, 0.23, 0.20], [1.62, 0.86, 0.52], [-1.32, 1.65, -2.33], [-0.35, 1.00, -3.57], [0.43, 1.49, -2.06], [0.32, -0.95, -2.23], [-1.46, -0.94, -2.17], [-0.50, -1.45, 0.08], [-1.28, 0.20, 0.16]], "orbital_gap_ev": 11.5930, "charge": 0, "total_energy_ha": -1479.4991, "largest_force_ev_per_a": 3.69, "multiplicity": 1, "relative_energy_ev": 1.301}

No. 4
{"formula": "C2H2FPb", "method": "ωB97M-V/def2-TZVPD", "symbols": ["F", "C", "C", "H", "H", "Pb"], "coordinates": [[-3.04, -0.13, -0.32], [-0.58, 0.47, 0.26], [0.18, -0.49, 0.29], [-0.83, 1.56, 0.22], [0.39, -1.55, 0.17], [3.88, 0.14, -0.62]], "orbital_gap_ev": [4.6559, 4.6652], "charge": -1, "total_energy_ha": -369.9465, "largest_force_ev_per_a": 1.94, "multiplicity": 1}

No. 5
{"formula": "C15H28BN3O8", "method": "ωB97M-V/def2-TZVPD", "symbols": ["C", "C", "C", "O", "C", "N", "C", "O", "O", "N", "C", "O", "C", "C", "O", "C", "C", "C", "B", "O", "O", "H", "H", "H", "H", "H", "H", "H", "H", "H", "H", "H", "H", "H", "H", "H", "H", "C", "C", "C", "O", "C", "N", "H", "H", "H", "H", "H", "H", "H", "H", "H", "H", "H", "H"], "coordinates": [[0.39, 3.80, 2.66], [1.29, 3.49, 1.94], [2.38, 3.03, 1.04], [3.35, 4.15, 0.78], [3.09, 5.29, 1.32], [2.99, 6.36, 1.73], [1.72, 2.61, -0.36], [2.40, 2.87, -1.35], [0.62, 2.04, -0.25], [3.03, 1.93, 1.68], [3.71, 1.03, 0.76], [2.82, 0.13, 0.17], [2.01, -0.60, 1.05], [0.93, -1.18, 0.14], [-0.26, -1.53, 0.84], [-1.03, -0.38, 1.14], [-1.61, 0.34, -0.09], [3.89, 2.32, 2.81], [3.87, 1.32, 4.04], [3.71, -0.04, 3.92], [4.02, 1.84, 5.33], [-0.49, 3.90, 3.26], [4.20, 1.55, -0.06], [4.49, 0.50, 1.33], [2.56, -1.36, 1.62], [1.51, 0.04, 1.78], [1.32, -2.08, -0.35], [0.75, -0.41, -0.62], [-0.47, 0.34, 1.75], [-1.84, -0.73, 1.78], [-1.40, -0.20, -1.01], [-2.69, 0.43, 0.03], [-1.18, 1.34, -0.16], [4.93, 2.40, 2.45], [3.64, 3.31, 3.19], [3.08, -0.34, 4.59], [4.86, 2.31, 5.39], [-4.73, -4.01, -3.37], [-4.31, -2.66, -3.92], [-2.83, -2.32, -3.76], [-2.57, -2.01, -2.41], [-2.04, -3.08, -1.61], [-5.01, -1.58, -3.12], [-4.68, -4.05, -2.29], [-5.75, -4.26, -3.67], [-4.07, -4.79, -3.77], [-4.63, -2.56, -4.95], [-2.61, -1.41, -4.33], [-2.19, -3.11, -4.15], [-1.51, -3.81, -2.22], [-2.85, -3.58, -1.06], [-1.36, -2.65, -0.89], [-6.00, -1.79, -2.95], [-4.94, -0.67, -3.58], [-4.50, -1.50, -2.23]], "orbital_gap_ev": 5.4819, "charge": 0, "total_energy_ha": -1379.2394, "largest_force_ev_per_a": 1.33, "multiplicity": 1}

No. 6
{"formula": "C15H20N6O3S2", "method": "ωB97M-V/def2-TZVPD", "symbols": ["C", "S", "O", "O", "N", "C", "C", "C", "C", "N", "C", "N", "C", "C", "N", "O", "C", "N", "C", "C", "C", "C", "C", "N", "S", "C", "H", "H", "H", "H", "H", "H", "H", "H", "H", "H", "H", "H", "H", "H", "H", "H", "H", "H", "H", "H"], "coordinates": [[3.39, 4.21, 0.02], [3.93, 3.37, -1.50], [2.76, 3.18, -2.19], [5.02, 3.97, -2.19], [4.23, 1.78, -1.02], [3.10, 1.06, -0.43], [3.74, 0.23, 0.74], [2.62, -0.73, 1.23], [2.11, -1.76, 0.24], [1.50, -0.99, -0.90], [0.05, -0.99, -0.96], [-0.52, -0.18, -1.77], [-1.94, -0.20, -1.50], [-2.83, 0.91, -2.08], [-2.29, 1.76, -2.94], [-4.05, 0.75, -2.15], [-2.31, -0.93, -0.39], [-3.60, -1.00, 0.14], [-4.20, -1.79, 1.11], [-3.54, -1.83, 2.37], [-4.11, -2.65, 3.39], [-5.26, -3.30, 3.05], [-5.91, -3.06, 1.79], [-5.33, -2.27, 0.81], [-1.01, -1.85, 0.21], [2.35, 0.16, -1.42], [2.90, 5.13, -0.31], [2.65, 3.64, 0.62], [4.27, 4.42, 0.61], [4.78, 1.22, -1.67], [2.37, 1.64, 0.02], [4.66, -0.28, 0.53], [4.06, 0.85, 1.55], [1.72, -0.28, 1.69], [3.10, -1.38, 2.02], [1.37, -2.35, 0.82], [2.92, -2.39, -0.14], [-2.95, 1.96, -3.72], [-1.31, 1.57, -3.16], [-4.17, -0.52, -0.52], [-2.66, -1.21, 2.54], [-3.83, -2.83, 4.40], [-5.75, -4.05, 3.66], [-6.89, -3.44, 1.55], [3.17, -0.26, -2.06], [1.69, 0.73, -2.10]], "orbital_gap_ev": 7.9161, "charge": 0, "total_energy_ha": -1934.1501, "largest_force_ev_per_a": 6.01, "multiplicity": 1, "relative_energy_ev": 2.731}

No. 7
{"formula": "C39H35CuN3O4S3Te", "method": "ωB97M-V/def2-TZVPD", "symbols": ["Cu", "S", "C", "N", "C", "C", "C", "C", "C", "C", "S", "H", "H", "H", "H", "O", "S", "O", "N", "C", "O", "C", "C", "C", "C", "C", "C", "H", "H", "H", "H", "C", "C", "C", "C", "C", "C", "Te", "N", "C", "O", "C", "C", "C", "C", "C", "C", "C", "C", "C", "C", "C", "C", "C", "C", "C", "C", "C", "C", "H", "H", "H", "H", "H", "H", "H", "H", "H", "H", "H", "H", "H", "H", "H", "H", "H", "H", "H", "H", "H", "H", "H", "H", "H", "H", "H"], "coordinates": [[-2.55, -1.80, -0.07], [-1.37, -2.68, -3.07], [-0.80, -3.42, -1.67], [-1.15, -3.13, -0.42], [-0.47, -3.88, 0.52], [-0.64, -3.78, 1.90], [0.13, -4.57, 2.73], [1.06, -5.47, 2.20], [1.23, -5.59, 0.83], [0.46, -4.79, 0.00], [0.42, -4.69, -1.74], [-1.36, -3.08, 2.30], [0.01, -4.50, 3.80], [1.66, -6.09, 2.86], [1.94, -6.29, 0.41], [-7.54, 1.88, 0.93], [-6.28, 1.49, 1.51], [-6.10, 1.77, 2.92], [-5.92, -0.05, 1.18], [-4.89, -0.15, 0.36], [-4.40, -1.24, -0.04], [-4.32, 1.17, -0.07], [-3.28, 1.42, -0.95], [-2.87, 2.74, -1.12], [-3.50, 3.78, -0.44], [-4.57, 3.53, 0.41], [-4.96, 2.21, 0.56], [-2.81, 0.60, -1.47], [-2.04, 2.97, -1.78], [-3.15, 4.79, -0.57], [-5.08, 4.33, 0.93], [3.58, 3.98, -4.38], [2.81, 3.01, -3.52], [3.23, 2.70, -2.24], [2.52, 1.82, -1.42], [3.05, 1.54, -0.04], [1.37, 1.23, -1.93], [0.17, -0.13, -0.81], [-0.10, 1.21, 0.60], [-1.17, 0.88, 1.33], [-1.79, -0.21, 1.29], [-1.64, 1.95, 2.28], [-0.97, 3.17, 2.37], [-1.45, 4.15, 3.22], [-2.59, 3.93, 3.98], [-3.26, 2.71, 3.88], [-2.78, 1.72, 3.04], [1.76, -1.38, -0.15], [1.99, -1.65, 1.21], [1.21, -1.02, 2.32], [3.01, -2.53, 1.53], [3.78, -3.16, 0.57], [4.82, -4.17, 0.97], [3.53, -2.88, -0.76], [2.52, -2.00, -1.15], [2.30, -1.77, -2.62], [0.91, 1.53, -3.23], [-0.35, 0.93, -3.80], [1.65, 2.42, -4.00], [4.50, 4.30, -3.89], [2.99, 4.87, -4.60], [3.85, 3.52, -5.34], [4.13, 3.17, -1.85], [3.79, 2.29, 0.24], [3.53, 0.56, 0.01], [2.24, 1.55, 0.69], [-0.10, 3.34, 1.76], [-0.94, 5.11, 3.29], [-2.97, 4.70, 4.63], [-4.18, 2.54, 4.43], [-3.30, 0.78, 2.94], [1.43, 0.04, 2.42], [1.45, -1.51, 3.26], [0.13, -1.11, 2.17], [3.18, -2.76, 2.58], [5.44, -3.80, 1.78], [5.47, -4.43, 0.13], [4.34, -5.09, 1.31], [4.11, -3.37, -1.54], [2.77, -2.57, -3.20], [2.73, -0.82, -2.94], [1.24, -1.77, -2.89], [-1.23, 1.22, -3.22], [-0.33, -0.16, -3.82], [-0.51, 1.29, -4.82], [1.30, 2.65, -5.00]], "orbital_gap_ev": 7.1316, "charge": -1, "total_energy_ha": -5075.6176, "largest_force_ev_per_a": 0.22, "multiplicity": 1}

No. 8
{"formula": "C21H40CuP2", "method": "ωB97M-V/def2-TZVPD", "symbols": ["P", "P", "C", "C", "H", "H", "H", "H", "C", "H", "H", "H", "C", "H", "H", "H", "C", "H", "H", "H", "C", "H", "H", "H", "Cu", "C", "C", "C", "C", "C", "C", "C", "C", "C", "H", "H", "H", "H", "H", "H", "H", "H", "H", "H", "H", "H", "H", "H", "H", "C", "C", "C", "C", "C", "C", "H", "H", "H", "H", "H", "H", "H", "H", "H"], "coordinates": [[0.39, -1.20, -5.12], [-0.41, 1.93, -3.39], [-0.26, 0.59, -5.85], [0.46, 1.70, -5.10], [-1.36, 0.65, -5.81], [0.13, 0.52, -6.88], [1.59, 1.50, -5.04], [0.32, 2.66, -5.65], [-2.09, 2.39, -3.86], [-2.56, 2.81, -2.98], [-2.73, 1.58, -4.21], [-2.13, 3.16, -4.64], [0.44, 3.36, -2.77], [0.33, 4.19, -3.44], [1.50, 3.16, -2.63], [-0.05, 3.59, -1.83], [-0.62, -1.96, -6.57], [-0.34, -2.97, -6.85], [-0.48, -1.38, -7.48], [-1.70, -1.99, -6.40], [1.91, -1.22, -6.12], [2.61, -0.48, -5.74], [1.65, -0.99, -7.15], [2.37, -2.20, -6.11], [0.50, 0.91, -0.80], [0.85, -0.58, -3.27], [-0.50, 0.15, -2.80], [-1.75, -0.59, -3.25], [-1.64, -2.10, -3.04], [-0.78, -2.79, -4.01], [0.68, -2.91, -4.14], [1.56, -2.97, -2.88], [1.24, -1.68, -2.17], [-0.23, -1.67, 1.05], [1.71, 0.13, -3.38], [-0.67, 0.31, -1.67], [-2.06, -0.40, -4.28], [-2.54, -0.23, -2.62], [-1.27, -2.21, -2.01], [-2.65, -2.55, -3.05], [-1.38, -3.51, -4.67], [1.06, -3.53, -4.96], [2.67, -2.99, -3.07], [1.32, -3.92, -2.30], [0.46, -1.80, -1.36], [2.12, -1.43, -1.56], [0.72, -2.17, 1.30], [-0.75, -2.26, 0.30], [-0.77, -1.72, 2.00], [-0.93, 2.43, 2.63], [0.27, 1.50, 2.56], [1.54, 2.31, 2.78], [0.06, 0.40, 3.62], [0.30, 0.85, 1.19], [0.01, -0.28, 0.66], [-0.98, 3.02, 3.54], [-1.84, 1.85, 2.62], [-0.98, 3.07, 1.76], [1.54, 2.87, 3.72], [2.44, 1.69, 2.80], [1.69, 3.01, 1.95], [-0.92, -0.09, 3.45], [0.85, -0.37, 3.63], [0.02, 0.83, 4.64]], "orbital_gap_ev": [4.0629, 3.6025], "charge": 0, "total_energy_ha": -3146.8971, "largest_force_ev_per_a": 5.02, "multiplicity": 2, "relative_energy_ev": 5.423}